{
  "formula": "C32H54N13O6S2",
  "method": "the ωB97M-V functional and the def2-TZVPD basis",
  "species": ["C", "C", "C", "C", "C", "N", "N", "O", "C", "C", "C", "C", "C", "C", "C", "C", "C", "S", "C", "S", "N", "C", "C", "C", "C", "C", "C", "C", "C", "C", "C", "C", "C", "H", "H", "H", "H", "H", "H", "H", "H", "H", "H", "H", "H", "H", "H", "H", "H", "H", "H", "H", "H", "H", "H", "H", "H", "H", "H", "H", "H", "H", "H", "H", "H", "H", "H", "C", "O", "N", "N", "H", "H", "H", "H", "C", "O", "N", "N", "H", "H", "H", "H", "C", "O", "N", "N", "H", "H", "H", "H", "C", "O", "N", "N", "H", "H", "H", "H", "C", "O", "N", "N", "H", "H", "H", "H"],
  "coordinates": [[-2.001, 0.548, -8.615], [-0.698, -0.159, -8.183], [-0.512, -0.162, -6.668], [0.944, -0.282, -6.198], [1.479, -1.688, -6.182], [0.745, -2.581, -6.803], [1.206, -3.813, -6.822], [0.468, -4.713, -7.503], [-0.622, -5.267, -6.682], [-0.267, -6.682, -6.265], [-0.263, -7.623, -7.490], [2.322, -4.182, -6.241], [3.127, -3.283, -5.576], [2.713, -1.973, -5.533], [3.577, -0.956, -4.863], [2.966, -0.229, -3.651], [1.991, -1.072, -2.841], [0.975, 0.119, -1.903], [0.292, -0.938, -0.626], [-1.061, -1.768, -0.931], [1.016, -0.915, 0.594], [0.689, 0.335, 1.272], [1.716, 1.234, 1.524], [1.461, 2.457, 2.139], [0.168, 2.802, 2.512], [-0.863, 1.897, 2.264], [-0.606, 0.678, 1.646], [0.897, -2.112, 1.382], [1.261, -3.324, 0.791], [1.168, -4.522, 1.474], [0.711, -4.531, 2.789], [0.386, -3.334, 3.406], [0.480, -2.134, 2.704], [-2.549, 0.926, -7.758], [-2.670, -0.158, -9.097], [-1.800, 1.348, -9.317], [0.158, 0.267, -8.698], [-0.795, -1.192, -8.507], [-0.843, 0.812, -6.305], [-1.137, -0.894, -6.165], [0.983, 0.131, -5.197], [1.576, 0.331, -6.839], [-1.501, -5.259, -7.314], [-0.775, -4.594, -5.843], [0.753, -6.639, -5.891], [-0.946, -7.011, -5.488], [0.695, -8.120, -7.593], [-1.002, -8.406, -7.348], [-0.480, -7.102, -8.416], [2.603, -5.218, -6.330], [4.055, -3.583, -5.114], [4.477, -1.478, -4.550], [3.892, -0.215, -5.597], [2.473, 0.691, -3.949], [3.773, 0.078, -2.994], [2.507, -1.714, -2.133], [1.297, -1.646, -3.449], [2.732, 1.011, 1.234], [2.254, 3.164, 2.317], [-0.061, 3.744, 2.984], [-1.881, 2.112, 2.549], [-1.410, -0.017, 1.453], [1.598, -3.287, -0.235], [1.438, -5.435, 0.970], [0.616, -5.462, 3.323], [0.056, -3.321, 4.431], [0.223, -1.227, 3.226], [-1.824, 2.904, 6.362], [-1.016, 3.775, 6.066], [-2.856, 3.118, 7.212], [-1.729, 1.640, 5.835], [-3.523, 2.413, 7.458], [-2.954, 4.041, 7.614], [-0.971, 1.473, 5.200], [-2.371, 0.899, 6.041], [-4.421, 6.743, 8.011], [-4.184, 5.546, 8.102], [-4.401, 7.572, 9.100], [-4.726, 7.342, 6.834], [-4.593, 8.554, 9.052], [-4.172, 7.162, 9.986], [-4.758, 6.762, 6.017], [-4.931, 8.318, 6.746], [2.268, 4.930, 8.340], [1.881, 6.081, 8.428], [1.677, 4.009, 7.525], [3.343, 4.468, 9.062], [1.991, 3.061, 7.448], [0.882, 4.303, 6.979], [3.799, 5.120, 9.670], [3.682, 3.528, 9.010], [6.911, -4.733, -4.866], [6.060, -3.866, -4.682], [7.200, -5.217, -6.106], [7.628, -5.264, -3.842], [7.895, -5.920, -6.278], [6.696, -4.833, -6.882], [7.439, -4.921, -2.919], [8.332, -5.967, -3.965], [-8.588, 6.709, 8.320], [-8.085, 7.054, 7.266], [-9.939, 6.539, 8.466], [-7.846, 6.464, 9.443], [-10.374, 6.256, 9.323], [-10.510, 6.711, 7.661], [-6.851, 6.580, 9.368], [-8.240, 6.179, 10.319]],
  "atomic_forces_ev_per_a": [[0.2, -0.4, 0.0], [-0.9, -0.6, 0.1], [0.5, 0.9, -0.1], [-0.9, -0.5, -0.1], [0.1, 1.1, 0.2], [0.0, -0.7, -0.1], [-0.1, 0.8, 0.4], [-0.1, -0.1, -0.3], [0.0, -0.2, 0.4], [0.4, 0.4, -1.1], [-0.1, -0.2, 0.6], [0.7, -1.2, 0.0], [-0.4, 0.6, 0.0], [-0.1, -0.3, -0.3], [0.0, 0.1, 0.1], [-0.1, -0.2, 0.0], [-0.3, 0.4, 0.5], [0.2, 0.6, 0.1], [0.0, -0.3, -0.1], [0.1, -0.3, 0.0], [-1.2, -0.3, 0.0], [0.8, 0.7, 0.1], [0.2, 0.3, 0.2], [-0.4, 0.0, 0.0], [-0.2, -0.5, -0.2], [0.2, -0.3, -0.1], [0.1, -0.1, -0.1], [0.1, -0.4, 0.2], [0.0, 0.3, -0.1], [-0.1, 0.4, 0.0], [0.0, 0.1, 0.0], [0.2, -0.1, -0.5], [0.0, 0.2, 0.2], [0.0, 0.3, 0.1], [-0.1, 0.0, -0.2], [-0.1, 0.2, 0.0], [0.2, 0.1, 0.1], [0.4, -0.1, -0.2], [-0.1, 0.1, 0.1], [-0.1, -0.2, -0.1], [0.3, 0.0, 0.2], [0.2, 0.1, 0.0], [-0.1, 0.2, -0.2], [-0.1, 0.1, 0.1], [0.0, -0.1, 0.6], [0.0, -0.1, 0.2], [0.1, 0.0, -0.1], [-0.1, -0.1, -0.2], [0.0, 0.1, -0.1], [-0.2, -0.2, -0.1], [0.2, -0.3, 0.0], [0.1, -0.1, 0.0], [0.0, 0.1, -0.1], [0.0, 0.1, -0.2], [0.2, 0.1, 0.0], [0.1, -0.2, 0.0], [0.1, -0.2, -0.1], [0.0, -0.2, -0.1], [0.2, 0.0, 0.0], [0.1, 0.1, 0.1], [-0.1, 0.2, 0.1], [-0.1, 0.0, 0.0], [0.1, -0.2, -0.1], [0.0, -0.2, 0.0], [0.0, -0.1, 0.1], [-0.1, 0.0, 0.2], [0.0, 0.2, -0.1], [-0.2, -0.1, 0.1], [0.2, 0.0, -0.1], [0.3, 0.1, 0.0], [0.1, 0.0, -0.1], [0.0, 0.0, 0.0], [-0.2, 0.0, -0.1], [0.0, 0.0, 0.0], [0.0, 0.0, 0.0], [0.0, 0.3, -0.2], [0.0, 0.0, 0.2], [-0.2, -0.2, 0.2], [0.2, -0.1, 0.0], [0.0, 0.0, 0.0], [0.1, 0.0, 0.0], [-0.1, 0.0, 0.0], [-0.1, 0.0, 0.0], [0.0, -0.1, 0.0], [0.0, 0.0, 0.0], [0.0, 0.2, -0.1], [0.0, 0.0, 0.0], [0.0, 0.0, 0.0], [-0.1, -0.1, 0.0], [0.0, 0.0, 0.0], [0.0, 0.0, 0.0], [0.2, -0.1, 0.0], [-0.2, 0.0, -0.1], [-0.1, 0.0, 0.0], [-0.1, 0.0, 0.0], [0.0, 0.0, 0.0], [0.1, 0.0, 0.0], [0.0, 0.0, 0.0], [0.0, 0.0, 0.0], [0.0, 0.0, 0.1], [0.0, 0.0, 0.0], [0.0, 0.0, 0.0], [0.1, 0.1, 0.0], [0.0, 0.0, 0.0], [0.0, 0.0, 0.0], [0.0, 0.0, 0.0], [0.0, 0.0, 0.0]],
  "mulliken_charge": [-1.208, -0.184, -1.217, -0.082, 0.743, -0.489, 0.348, -0.378, -0.660, -0.098, -1.110, -0.555, -1.160, 1.241, -1.502, -1.157, -0.333, -0.233, 0.255, -0.152, 0.378, -1.081, 0.203, -0.738, -0.494, -1.196, 0.555, 0.316, 0.101, -0.763, -0.416, -0.847, -0.210, 0.380, 0.329, 0.283, 0.380, 0.113, 0.628, 0.256, -0.128, 0.492, 0.443, 0.339, 0.080, 0.419, 0.306, 0.317, 0.327, 0.608, 0.772, 0.437, 0.440, 0.503, 0.557, 0.443, 0.231, 0.463, 0.422, 0.483, 0.444, 0.421, 0.248, 0.407, 0.387, 0.398, 0.525, 0.755, -0.745, -0.285, -0.328, 0.138, 0.229, 0.149, 0.152, 0.624, -0.733, -0.432, -0.343, 0.166, 0.226, 0.201, 0.168, 0.614, -0.636, -0.269, -0.381, 0.140, 0.208, 0.219, 0.155, 0.625, -0.667, -0.369, -0.409, 0.174, 0.206, 0.220, 0.170, 0.596, -0.616, -0.396, -0.312, 0.158, 0.223, 0.215, 0.161],
  "lumo_ha": -0.1402,
  "e_homo_ev": -10.18,
  "total_charge": 1,
  "mol_weight_g_mol": 781.00,
  "e_above_lowest_kcal_mol": 0.0,
  "largest_force_ev_per_a": 1.35,
  "total_energy_ev": -87383.456
}

{
  "formula": "C32H55BBrCl22NO",
  "method": "the ωB97M-V functional and the def2-TZVPD basis",
  "species": ["C", "C", "C", "Br", "B", "N", "C", "O", "C", "C", "C", "C", "C", "C", "H", "H", "H", "H", "H", "H", "H", "H", "H", "H", "H", "Cl", "C", "C", "Cl", "H", "H", "H", "H", "Cl", "C", "C", "Cl", "H", "H", "H", "H", "Cl", "C", "C", "Cl", "H", "H", "H", "H", "Cl", "C", "C", "Cl", "H", "H", "H", "H", "Cl", "C", "C", "Cl", "H", "H", "H", "H", "Cl", "C", "C", "Cl", "H", "H", "H", "H", "Cl", "C", "C", "Cl", "H", "H", "H", "H", "Cl", "C", "C", "Cl", "H", "H", "H", "H", "Cl", "C", "C", "Cl", "H", "H", "H", "H", "Cl", "C", "C", "Cl", "H", "H", "H", "H", "Cl", "C", "C", "Cl", "H", "H", "H", "H"],
  "coordinates": [[0.688, -2.109, 1.213], [1.937, -2.106, 0.300], [1.842, -0.927, -0.695], [0.425, -1.194, -2.011], [3.270, -0.703, -1.310], [3.845, -1.538, -2.371], [3.506, -1.335, -3.519], [3.078, -1.216, -4.597], [4.140, 0.453, -0.692], [5.150, 0.181, 0.233], [5.875, 1.220, 0.800], [5.588, 2.521, 0.417], [4.588, 2.811, -0.493], [3.857, 1.771, -1.059], [-0.098, -1.494, 0.777], [0.328, -3.129, 1.335], [0.907, -1.681, 2.191], [2.795, -1.883, 0.942], [2.050, -3.048, -0.232], [1.582, -0.048, -0.107], [5.339, -0.849, 0.513], [6.640, 1.010, 1.536], [6.156, 3.318, 0.871], [4.364, 3.833, -0.775], [3.050, 1.964, -1.761], [-1.693, 0.306, 2.813], [-1.570, 0.116, 4.581], [-0.524, -0.892, 4.977], [-0.989, -2.556, 4.531], [-2.551, -0.163, 4.955], [-1.314, 1.094, 4.986], [-0.396, -0.878, 6.059], [0.436, -0.676, 4.513], [0.058, -5.289, 0.396], [-1.200, -6.056, -0.610], [-2.367, -5.134, -0.843], [-3.294, -4.841, 0.655], [-1.509, -6.976, -0.119], [-0.734, -6.312, -1.561], [-3.052, -5.587, -1.566], [-2.042, -4.170, -1.230], [-1.261, 2.203, -3.333], [-0.686, 1.372, -4.804], [-1.610, 1.594, -5.971], [-3.185, 0.784, -5.744], [-0.578, 0.316, -4.567], [0.298, 1.772, -5.037], [-1.166, 1.181, -6.875], [-1.802, 2.651, -6.132], [-3.473, 3.002, 6.142], [-3.359, 2.844, 7.913], [-2.310, 1.844, 8.324], [-2.772, 0.177, 7.892], [-4.340, 2.567, 8.290], [-3.101, 3.827, 8.305], [-2.179, 1.868, 9.405], [-1.352, 2.060, 7.856], [4.059, 5.605, -2.477], [4.562, 4.491, -3.774], [3.633, 4.539, -4.959], [2.026, 3.862, -4.581], [4.620, 3.491, -3.349], [5.562, 4.791, -4.084], [4.045, 3.943, -5.772], [3.491, 5.557, -5.313], [4.765, -3.429, 1.590], [4.816, -4.982, 2.463], [3.472, -5.338, 3.046], [3.005, -4.247, 4.374], [5.581, -4.910, 3.231], [5.119, -5.742, 1.744], [3.508, -6.346, 3.457], [2.689, -5.301, 2.291], [-7.665, -2.636, 2.505], [-6.004, -3.242, 2.741], [-5.398, -2.750, 4.030], [-5.080, -0.998, 3.997], [-5.411, -2.939, 1.882], [-6.062, -4.329, 2.754], [-4.441, -3.243, 4.195], [-6.045, -2.957, 4.879], [1.659, 5.471, -0.195], [0.397, 4.677, -1.175], [-0.784, 5.577, -1.424], [-1.718, 5.897, 0.062], [0.102, 3.765, -0.662], [0.857, 4.408, -2.123], [-1.462, 5.098, -2.130], [-0.473, 6.534, -1.836], [4.698, 4.478, 2.642], [4.796, 4.373, 4.418], [5.802, 3.349, 4.875], [5.286, 1.684, 4.503], [3.801, 4.147, 4.794], [5.086, 5.358, 4.780], [5.920, 3.411, 5.956], [6.772, 3.512, 4.412], [-3.036, -6.534, -3.607], [-4.332, -7.288, -4.577], [-5.495, -6.352, -4.776], [-6.370, -6.044, -3.255], [-4.636, -8.202, -4.073], [-3.899, -7.552, -5.540], [-6.205, -6.796, -5.472], [-5.170, -5.395, -5.176], [-7.038, 5.425, -5.634], [-6.328, 4.229, -6.748], [-5.165, 3.493, -6.134], [-3.751, 4.553, -5.890], [-6.033, 4.751, -7.655], [-7.115, 3.519, -6.997], [-4.847, 2.690, -6.794], [-5.428, 3.061, -5.172]],
  "atomic_forces_ev_per_a": [[0.3, -0.2, -0.2], [-0.9, 1.0, 0.3], [0.6, -0.3, 0.2], [0.1, 0.0, 0.0], [0.5, 0.2, 0.0], [-0.4, 0.8, -0.3], [-0.9, -0.7, 0.3], [0.7, 0.2, -0.1], [-0.2, -0.5, -0.2], [-0.1, 0.1, -0.1], [-0.3, -0.2, -0.3], [0.5, 0.0, 0.2], [-0.2, -0.1, -0.4], [0.1, -0.1, 0.4], [-0.2, -0.2, 0.0], [-0.2, 0.4, 0.3], [0.1, -0.1, 0.0], [0.1, -0.3, -0.3], [0.3, 0.0, 0.0], [-0.3, 0.1, -0.2], [0.1, 0.0, 0.0], [0.0, 0.1, 0.0], [0.0, 0.1, -0.1], [0.1, -0.1, 0.2], [0.0, 0.2, 0.0], [0.0, 0.0, 0.0], [0.0, 0.1, 0.1], [0.1, 0.1, 0.1], [0.0, 0.0, 0.0], [0.0, 0.0, -0.1], [0.0, 0.0, 0.0], [-0.1, 0.0, 0.0], [0.0, -0.1, -0.1], [0.0, -0.4, -0.1], [0.0, -0.1, -0.1], [-0.2, 0.0, -0.1], [0.0, 0.0, 0.0], [0.0, 0.0, 0.1], [0.0, 0.1, 0.0], [0.2, 0.2, 0.5], [0.0, 0.0, 0.1], [0.0, 0.0, 0.0], [0.1, -0.1, 0.0], [0.1, 0.1, -0.1], [0.0, -0.1, 0.0], [-0.1, 0.0, 0.0], [0.0, 0.0, 0.0], [0.0, -0.1, 0.0], [-0.1, 0.0, 0.1], [0.0, 0.0, 0.0], [0.0, 0.1, 0.0], [0.1, 0.0, 0.1], [0.0, 0.0, 0.0], [0.0, -0.1, -0.1], [0.0, 0.0, 0.0], [-0.1, 0.0, 0.0], [0.0, 0.0, -0.1], [0.0, 0.1, -0.3], [0.2, 0.0, 0.0], [0.1, 0.0, -0.1], [-0.1, 0.0, 0.0], [-0.1, 0.0, 0.0], [0.0, 0.0, 0.0], [0.0, 0.0, 0.0], [-0.1, 0.0, 0.1], [0.2, -0.1, 0.1], [0.1, -0.1, 0.0], [0.0, -0.1, 0.0], [0.0, 0.0, 0.0], [0.0, 0.1, 0.0], [-0.1, 0.0, 0.0], [0.0, 0.0, 0.0], [0.0, 0.1, 0.0], [0.0, 0.0, 0.0], [0.1, -0.1, 0.0], [0.1, -0.1, 0.1], [-0.1, 0.0, 0.0], [0.0, 0.1, 0.0], [0.0, 0.0, 0.0], [0.0, 0.0, -0.1], [0.0, 0.1, 0.0], [-0.1, 0.0, 0.2], [0.0, -0.1, -0.1], [0.0, 0.0, -0.1], [0.0, 0.0, 0.0], [0.0, 0.0, 0.1], [0.0, 0.1, 0.0], [0.0, 0.0, 0.0], [0.0, 0.0, 0.1], [-0.2, 0.1, 0.3], [-0.1, 0.2, 0.0], [0.1, 0.0, 0.1], [0.0, 0.0, 0.0], [0.0, -0.1, -0.1], [0.0, 0.0, 0.0], [0.0, 0.0, 0.0], [0.0, 0.0, -0.1], [0.0, -0.3, -0.5], [0.0, -0.1, -0.1], [-0.1, 0.0, -0.1], [0.0, 0.0, 0.0], [0.0, 0.0, 0.1], [0.0, 0.1, 0.0], [0.0, 0.0, 0.0], [0.0, 0.0, 0.1], [0.0, 0.0, 0.0], [0.0, 0.0, -0.1], [-0.1, 0.0, 0.0], [0.0, 0.1, 0.0], [0.0, 0.0, 0.0], [0.0, 0.0, 0.0], [0.0, 0.0, 0.0], [0.0, 0.1, 0.0]],
  "mulliken_charge": [-0.798, -0.059, -0.114, -0.150, 0.175, -0.395, 0.696, -0.498, 0.797, -0.448, -0.770, -1.094, -0.221, -0.676, 0.339, 0.022, 0.133, -0.128, 0.336, 0.463, 0.197, 0.495, 0.856, 0.225, 0.572, -0.147, -0.042, -0.538, -0.198, 0.024, 0.146, 0.369, 0.366, -0.065, -0.585, -0.066, -0.186, 0.377, 0.279, -0.022, 0.305, -0.117, -0.147, -0.305, -0.233, 0.197, 0.049, 0.371, 0.182, -0.152, -0.430, -0.509, -0.166, 0.310, 0.299, 0.366, 0.302, -0.153, -0.289, -0.618, -0.098, 0.105, 0.398, 0.311, 0.346, -0.087, -0.588, -0.211, -0.169, 0.352, 0.301, 0.376, 0.052, -0.205, -0.368, -0.311, -0.185, 0.229, 0.297, 0.203, 0.335, -0.192, 0.186, -0.310, -0.209, 0.300, -0.311, 0.178, 0.361, -0.074, -0.498, -0.512, -0.156, 0.316, 0.305, 0.348, 0.310, -0.197, -0.497, -0.442, -0.173, 0.308, 0.319, 0.317, 0.313, -0.190, -0.480, -0.352, -0.191, 0.325, 0.320, 0.238, 0.329],
  "lumo_ha": 0.0140,
  "e_homo_ev": -8.93,
  "mol_weight_g_mol": 1340.48,
  "largest_force_ev_per_a": 1.34,
  "total_energy_ev": -383830.047
}